Density functional theory data (wB97M-V/def2-TZVPD) for a molecular structure, C29H32BiIN3O2P2.

## Properties
* HOMO energy: -16.38 eV
* gap between HOMO and LUMO: 7.40 eV
* ΔE to the lowest compared entry with this formula, charge and spin: 0.00 kcal/mol
* calculated total energy: -2633.2090 a.u.
* 2S+1: 1
* net charge: +3
* M: 852.4 g mol⁻¹

Each line ends with the Löwdin charge.
Element x y z (Å)
Bi -1.0102 1.0183 0.9291  1.56
N -0.0915 -1.0366 -1.4037  -0.34
P -1.4730 -1.3668 -0.4790  0.86
C -2.5749 -2.3784 -1.4252  -0.36
C -2.8222 -2.0933 -2.7750  -0.09
C -3.6856 -2.8973 -3.4936  -0.04
C -4.3168 -3.9696 -2.8701  -0.02
C -4.0828 -4.2481 -1.5313  -0.03
C -3.2116 -3.4559 -0.8009  -0.06
C -0.9811 -2.2211 1.0261  -0.45
C -1.8129 -2.0760 2.1416  -0.16
C -1.4886 -2.7040 3.3381  -0.06
C -0.3245 -3.4564 3.4223  -0.04
C 0.5123 -3.5912 2.3184  -0.04
C 0.1852 -2.9810 1.1179  -0.06
P 0.6242 0.4589 -1.1334  0.85
C 2.3786 0.3178 -0.9436  -0.37
C 3.1140 -0.1008 -2.0601  -0.07
C 4.4870 -0.2362 -1.9525  -0.03
C 5.1237 0.0618 -0.7527  -0.02
C 4.3953 0.4926 0.3478  -0.04
C 3.0169 0.6134 0.2600  -0.10
C 0.2834 1.5776 -2.4709  -0.37
C -0.9044 1.4861 -3.2006  -0.09
C -1.1671 2.4005 -4.2060  -0.05
C -0.2573 3.4193 -4.4714  -0.03
C 0.9133 3.5301 -3.7313  -0.04
C 1.1902 2.6110 -2.7303  -0.08
H 0.3095 -1.7070 -2.0530  0.11
H -2.3270 -1.2703 -3.2733  0.08
H -3.8694 -2.6951 -4.5398  0.12
H -4.9931 -4.5955 -3.4370  0.13
H -4.5715 -5.0878 -1.0569  0.13
H -3.0262 -3.6882 0.2392  0.11
H -2.7490 -1.5253 2.0683  0.11
H -2.1526 -2.6274 4.1894  0.12
H -0.0745 -3.9601 4.3472  0.12
H 1.4089 -4.1924 2.3912  0.12
H 0.8359 -3.0991 0.2598  0.11
H 2.6321 -0.2977 -3.0115  0.12
H 5.0641 -0.5597 -2.8081  0.13
H 6.1989 -0.0358 -0.6816  0.13
H 4.9066 0.7362 1.2697  0.12
H 2.4366 0.9363 1.1134  0.05
H -1.6218 0.7023 -2.9961  0.08
H -2.0704 2.3142 -4.7951  0.12
H -0.4563 4.1224 -5.2697  0.13
H 1.6231 4.3157 -3.9529  0.12
H 2.1188 2.6849 -2.1777  0.11
C 1.1650 -0.0752 5.9186  0.01
N 1.4532 0.0252 4.4799  -0.14
C 2.8529 -0.1334 4.0807  0.02
C 0.4987 0.2042 3.6149  -0.30
O 0.6828 0.2948 2.3598  -0.34
H 1.3654 -1.0907 6.2552  0.11
H 0.1257 0.1819 6.1055  0.10
H 1.8090 0.6185 6.4548  0.11
H 3.2702 -0.9755 4.6295  0.11
H 3.4102 0.7672 4.3370  0.12
H 2.9094 -0.3322 3.0148  0.07
H -0.5080 0.2512 4.0403  0.15
N -2.7667 4.5712 -1.2576  0.25
C -1.8451 3.9657 -0.5359  -0.58
O -1.8140 2.7185 -0.4590  -0.30
C -0.8643 4.8810 0.1694  -0.50
I 0.6407 3.8605 1.2469  1.02
H -3.4644 4.0219 -1.7392  0.15
H -2.8100 5.5761 -1.3374  0.15
H -1.3935 5.5091 0.8835  0.08
H -0.3600 5.5150 -0.5570  0.08

---

Density functional theory data (wB97M-V/def2-TZVPD) for a molecular structure, C29H32Br2N3O4Ta at a distorted geometry.

## Properties
* HOMO energy: -14.38 eV
* gap between HOMO and LUMO: 7.80 eV
* ΔE to the lowest compared entry with this formula, charge and spin: 17.04 kcal/mol
* calculated total energy: -6794.2132 a.u.
* 2S+1: 1
* net charge: +2
* M: 827.3 g mol⁻¹

Each line ends with the Löwdin charge.
Element x y z (Å)
Ta -0.1172 0.2152 -0.1592  1.96
C -0.0105 2.7942 -2.0452  -0.07
N -0.0702 1.3457 -2.3619  -0.27
C -1.2579 1.1610 -3.2488  -0.16
C -1.8131 -0.2507 -3.4511  -0.14
C -2.6705 -0.7677 -2.2885  -0.17
N -2.3972 -0.0072 -1.0843  -0.04
C -3.3807 0.2889 -0.3183  -0.04
C -3.3416 1.2120 0.7870  -0.13
C -4.5019 1.4488 1.5353  0.00
C -4.5494 2.4576 2.4733  -0.04
C -3.4424 3.2795 2.6516  -0.02
C -2.2798 3.0562 1.9342  -0.01
C -2.1995 1.9990 1.0381  -0.30
O -1.0547 1.6743 0.4170  -0.33
C 1.1940 1.0490 -3.0905  -0.19
C 1.3803 -0.3773 -3.5774  -0.15
C 1.4519 -1.4363 -2.4838  -0.17
N 0.3387 -1.5182 -1.5249  -0.08
C -0.0751 -2.7148 -1.2492  -0.05
C -0.8478 -3.1663 -0.1284  -0.13
C -1.0610 -4.5529 -0.0014  0.00
C -1.5916 -5.0935 1.1446  -0.04
C -1.9504 -4.2570 2.1998  -0.02
C -1.7885 -2.8877 2.0931  0.03
C -1.2410 -2.3306 0.9435  -0.27
O -1.0716 -1.0164 0.8362  -0.27
H 0.0305 3.3864 -2.9630  0.12
H 0.8796 3.0148 -1.4575  0.08
H -0.8873 3.0966 -1.4786  0.09
H -1.0024 1.5707 -4.2311  0.14
H -2.0630 1.7709 -2.8370  0.13
H -1.0319 -0.9682 -3.6605  0.08
H -2.4474 -0.2046 -4.3368  0.13
H -2.4465 -1.8224 -2.1067  0.11
H -3.7321 -0.6992 -2.5400  0.13
H -4.3703 -0.1068 -0.5597  0.15
H -5.3650 0.8162 1.3726  0.13
H -5.4447 2.6134 3.0568  0.12
H -3.4779 4.0878 3.3681  0.13
H -1.4281 3.7092 2.0547  0.08
H 2.0187 1.3083 -2.4244  0.12
H 1.2566 1.7120 -3.9603  0.14
H 2.3492 -0.4043 -4.0803  0.14
H 0.6500 -0.6356 -4.3401  0.11
H 2.3458 -1.2378 -1.8820  0.13
H 1.5951 -2.4069 -2.9651  0.13
H 0.2883 -3.5282 -1.8804  0.15
H -0.7947 -5.1937 -0.8321  0.13
H -1.7150 -6.1629 1.2330  0.12
H -2.3577 -4.6744 3.1100  0.13
H -2.0679 -2.2203 2.8977  0.13
Br 0.3616 0.8026 2.9544  0.81
C 1.3841 2.4670 3.2487  -0.90
Br 1.4097 3.6265 1.7256  0.71
H 2.4067 2.1990 3.4916  0.01
H 0.9012 3.0089 4.0534  0.01
O 1.5968 -1.0344 0.7245  -0.09
C 2.3679 -0.0446 0.6159  -0.61
O 1.8955 0.9414 -0.0690  -0.17
C 3.6642 -0.0149 1.2810  -0.15
C 4.3839 1.1679 1.4748  -0.02
C 5.5359 1.1438 2.2394  -0.05
C 5.9869 -0.0498 2.7901  -0.03
C 5.2920 -1.2331 2.5720  -0.04
C 4.1317 -1.2170 1.8253  0.01
H 4.0415 2.0969 1.0367  0.10
H 6.0888 2.0549 2.4204  0.12
H 6.8892 -0.0590 3.3854  0.12
H 5.6603 -2.1606 2.9851  0.12
H 3.5687 -2.1213 1.6466  0.12

---

Density functional theory data (wB97M-V/def2-TZVPD) for a molecular structure, C29H32Cl2N2O6Sb2Sm at a distorted geometry.

## Properties
* HOMO energy (alpha / beta): -5.43 / -5.44 eV
* gap between HOMO and LUMO (alpha / beta): 7.79 / 7.80 eV
* calculated total energy: -3744.2570 a.u.
* 2S+1: 6
* net charge: -1
* M: 969.4 g mol⁻¹

Each line ends with the Mulliken spin population.
Element x y z (Å)
Sm -0.3450 -0.9131 1.0706  5.03
O -1.5271 0.6251 1.9565  -0.01
C -1.9351 0.6499 3.2241  0.01
C -1.3091 1.5135 4.1146  0.00
C -1.6745 1.5484 5.4415  0.00
C -2.6439 0.6648 5.8688  0.00
C -3.2924 -0.1666 4.9773  0.00
C -2.9839 -0.1990 3.6314  -0.01
C -3.7434 -1.0869 2.7062  0.00
N -3.2986 -2.1218 2.1322  0.00
N -1.9116 -2.3316 2.1952  -0.01
C -1.5560 -3.6058 2.4789  -0.01
O -2.2658 -4.5787 2.7542  0.00
C -0.0636 -3.7359 2.4533  0.00
C 0.5689 -3.6803 1.2148  0.01
C 1.9402 -3.7795 1.1540  0.00
C 2.6869 -4.0237 2.2811  0.00
C 2.0406 -4.1566 3.5232  0.00
C 0.6820 -4.0314 3.5938  0.00
H -0.5287 2.1135 3.7270  0.00
H -1.1280 2.1870 6.1404  0.00
H -2.9541 0.6131 6.9106  0.00
H -4.1105 -0.7582 5.3712  0.00
H -4.8064 -0.8796 2.5795  0.00
H -0.0315 -3.5717 0.3420  0.00
H 2.4195 -3.7776 0.1774  0.00
H 3.7341 -4.2438 2.2229  0.00
H 2.6600 -4.3619 4.4071  0.00
H 0.1533 -4.0993 4.5434  0.00
C 4.0115 0.5304 -1.1186  0.00
Sb 2.1898 -0.1096 -1.9561  0.00
C 2.9791 -1.3754 -3.4759  0.00
C 2.1047 1.6260 -3.3115  0.00
C 0.9337 1.7229 -4.2699  0.00
C 0.9746 1.1058 -5.5155  0.00
C 0.0201 1.3276 -6.4565  0.00
C -1.0080 2.2331 -6.2469  0.00
C -1.1219 2.7928 -4.9834  0.00
C -0.1999 2.5345 -3.9712  0.00
C -0.3832 3.1615 -2.6212  0.00
Sb -1.4546 1.8416 -1.2681  0.00
C -1.9289 3.4828 -0.0298  0.00
C -3.2134 1.5666 -2.4428  0.00
H 4.6944 0.8512 -1.8833  0.00
H 4.4323 -0.2740 -0.4994  0.00
H 3.7232 1.3582 -0.4806  0.00
H 3.8601 -0.9396 -3.9793  0.00
H 2.2449 -1.5802 -4.2469  0.00
H 3.2844 -2.2956 -3.0100  0.00
H 3.0326 1.4047 -3.8500  0.00
H 2.3349 2.4940 -2.6990  0.00
H 1.8113 0.4354 -5.7333  0.00
H 0.1351 0.8213 -7.4193  0.00
H -1.7228 2.5021 -7.0060  0.00
H -1.9735 3.4587 -4.7961  0.00
H -0.9866 4.0956 -2.6374  0.00
H 0.5808 3.3936 -2.1743  0.00
H -2.6288 4.1696 -0.5511  0.00
H -0.9981 4.0221 0.1266  0.00
H -2.3210 3.2117 0.9295  0.00
H -3.5521 2.4486 -2.9662  0.00
H -3.9659 1.2387 -1.7155  0.00
H -2.9608 0.7620 -3.0924  0.00
Cl 4.7216 0.2120 2.3962  0.00
C 3.1469 0.7768 3.1079  0.00
Cl 2.9340 0.3147 4.8056  0.00
C 1.9184 0.2744 2.2520  0.00
O 1.7585 0.8411 1.1697  0.00
O 1.2679 -0.7129 2.6974  -0.01
H 3.1809 1.8762 3.0583  0.00
O -1.3096 -1.5341 -2.9830  0.00
C -1.6675 -1.8377 -1.8521  0.00
O -0.9055 -2.0120 -0.8217  0.00
H -2.7496 -2.0297 -1.6720  0.00